No. 1
Molecular formula: C22H27IrN4O3S3Si
Method: DFT, the ωB97M-V functional and the def2-TZVPD basis

CARTESIAN COORDINATES (ANGSTROEM)
Ir (0.07793, -0.50920, -0.59714)
S (0.63308, -1.38256, -5.41587)
C (0.81111, -1.15468, -3.73811)
S (-0.71356, -0.90479, -2.85686)
S (2.16298, -0.16614, -3.14242)
C (-0.48433, 0.19470, 3.90444)
Si (0.94174, 0.05594, 2.61552)
C (1.26621, -1.80147, 2.39790)
C (2.53989, 0.78603, 3.39854)
N (0.57803, 0.81663, 1.09342)
C (0.30254, 2.14151, 0.97660)
C (0.22301, 3.01533, 2.07423)
C (-0.09149, 4.35088, 1.94045)
C (-0.35624, 4.88767, 0.69278)
C (-0.26909, 4.07145, -0.42242)
C (0.06932, 2.73731, -0.29677)
O (0.21917, 1.92096, -1.38029)
C (-0.13007, 2.37045, -2.64141)
C (-1.37979, 2.05439, -3.15924)
C (-1.67030, 2.37167, -4.47358)
C (-0.73684, 3.02660, -5.25771)
C (0.49307, 3.37457, -4.72475)
C (0.80402, 3.03851, -3.41957)
H (-0.33972, -0.50545, 4.72343)
H (-1.43478, -0.03800, 3.43152)
H (-0.56937, 1.18714, 4.33758)
H (1.84306, -2.19391, 3.22976)
H (1.80843, -2.01585, 1.48431)
H (0.32797, -2.34113, 2.36413)
H (2.78227, 0.25959, 4.31767)
H (2.44085, 1.84025, 3.63557)
H (3.38317, 0.68020, 2.72207)
H (0.40909, 2.61675, 3.05603)
H (-0.14366, 4.97622, 2.82145)
H (-0.63240, 5.92468, 0.57972)
H (-0.46952, 4.46975, -1.40633)
H (-2.10093, 1.55144, -2.53669)
H (-2.62527, 2.08611, -4.88984)
H (-0.96608, 3.26123, -6.28754)
H (1.22115, 3.89407, -5.33110)
H (1.76829, 3.27531, -2.99783)
C (-1.78975, -5.31716, 1.97622)
N (-1.20384, -4.67439, 0.83167)
C (0.14539, -5.00312, 0.46953)
C (0.63740, -3.69688, -0.17392)
O (1.75301, -3.58058, -0.64714)
N (-0.33008, -2.77401, -0.06796)
C (-1.41687, -3.31730, 0.56327)
N (-2.47781, -2.66155, 0.83083)
H (-1.65536, -6.39573, 1.89556)
H (-2.85882, -5.10996, 2.01346)
H (-1.33276, -4.98139, 2.91914)
H (0.19105, -5.84078, -0.23459)
H (0.77668, -5.24303, 1.33537)
H (-2.36124, -0.93384, 0.20401)
H (-3.21373, -3.20831, 1.26536)
O (-2.29481, 1.07262, -0.12279)
C (-1.80317, -0.01797, -0.11243)
C (2.09561, -0.67952, -1.45164)
H (2.28569, -1.75482, -1.39143)
H (2.86045, -0.10643, -0.92421)

Cartesian forces (eV/Å) of the 3 atoms listed first:
Ir -0.8 0.1 -1.0
S 0.7 -0.4 1.6
C -1.7 2.5 -2.1

## Properties
- charge = -1
- highest occupied orbital energy (spin up / spin down) (eV) = -4.23 / -4.33
- electronic energy (eV) = -78578.664
- multiplicity = 2
- HOMO-LUMO gap (spin up / spin down) (eV) = 6.38 / 5.50

***

No. 2
Molecular formula: C66H55N11O22
Method: DFT, the ωB97M-V functional and the def2-TZVPD basis

CARTESIAN COORDINATES (ANGSTROEM)
C (-14.26905, -21.47884, 30.18809)
C (-14.76490, -21.47377, 31.43048)
C (-16.15729, -21.50420, 31.63628)
C (-16.98888, -21.51944, 30.50568)
C (-16.39935, -21.43229, 29.23171)
C (-15.01995, -21.42348, 29.03079)
N (-18.46099, -21.34338, 30.74861)
O (-19.03261, -21.74303, 31.72916)
O (-19.13171, -20.79720, 29.91308)
H (-13.19222, -21.50281, 30.10905)
H (-14.11239, -21.55467, 32.28726)
H (-16.44191, -21.45169, 32.67678)
H (-17.01627, -21.52491, 28.35010)
H (-14.66249, -21.45939, 28.01229)
C (-17.80031, -19.02229, 21.04953)
C (-16.55760, -19.12188, 21.69268)
C (-16.59724, -19.46602, 23.07315)
C (-17.75606, -19.85323, 23.77560)
C (-18.96523, -19.84873, 23.07206)
C (-18.97144, -19.45413, 21.73912)
N (-17.67067, -20.23020, 25.22605)
O (-18.62080, -20.94637, 25.71897)
O (-16.58283, -20.12929, 25.80103)
H (-17.93161, -18.77159, 20.00727)
H (-15.61692, -18.82864, 21.25050)
H (-15.81189, -19.09252, 23.71357)
H (-19.90092, -20.08161, 23.55853)
H (-19.91415, -19.38088, 21.21726)
C (-25.43690, -16.94408, 16.97685)
C (-24.83406, -16.12779, 17.92823)
C (-23.84251, -16.65240, 18.70444)
C (-23.45918, -18.01797, 18.54194)
C (-24.11984, -18.78389, 17.62848)
C (-25.26671, -18.27855, 16.93116)
N (-22.34223, -18.53936, 19.38512)
O (-21.81989, -17.77323, 20.21295)
O (-22.03185, -19.76681, 19.30066)
H (-26.24378, -16.52773, 16.39203)
H (-25.28593, -15.14990, 17.85115)
H (-23.31653, -15.98438, 19.37040)
H (-23.94827, -19.85003, 17.61129)
H (-25.86884, -19.01274, 16.41658)
C (-13.24901, -17.80617, 27.75569)
C (-14.59713, -17.57896, 27.62140)
C (-15.16944, -16.62000, 28.46092)
C (-14.50040, -15.85998, 29.39008)
C (-13.19009, -16.11027, 29.48881)
C (-12.52766, -17.04641, 28.69069)
N (-15.27522, -14.94352, 30.25527)
O (-16.52103, -14.80114, 30.08135)
O (-14.60666, -14.31628, 31.09126)
H (-12.69611, -18.57650, 27.23870)
H (-15.13901, -18.16032, 26.89012)
H (-16.22070, -16.40313, 28.34167)
H (-12.56629, -15.52348, 30.14680)
H (-11.47853, -17.29716, 28.74407)
C (-15.15700, -13.90423, 26.51556)
C (-15.87182, -14.28328, 25.37524)
C (-15.31026, -14.98990, 24.38146)
C (-13.94808, -15.37316, 24.44430)
C (-13.21082, -14.89116, 25.54692)
C (-13.82639, -14.13569, 26.61782)
N (-13.44065, -16.37100, 23.44382)
O (-12.26838, -16.62459, 23.40780)
O (-14.34062, -16.75319, 22.63999)
H (-15.61400, -13.34065, 27.31552)
H (-16.94859, -14.21825, 25.42752)
H (-15.94117, -15.25708, 23.54662)
H (-12.21728, -15.30696, 25.46706)
H (-13.28243, -13.78063, 27.48064)
C (-12.24206, -19.42193, 18.73908)
C (-10.99315, -19.24549, 18.13904)
C (-9.89629, -19.03406, 18.91435)
C (-10.02250, -18.85327, 20.32670)
C (-11.33677, -18.78867, 20.96637)
C (-12.41836, -19.24533, 20.16935)
N (-8.77503, -18.92708, 21.14229)
O (-7.75055, -19.35056, 20.58769)
O (-8.66206, -18.40562, 22.29938)
H (-13.18691, -19.50512, 18.22261)
H (-10.92943, -19.21412, 17.06138)
H (-8.85540, -19.04770, 18.62667)
H (-11.45016, -18.75140, 22.03976)
H (-13.41215, -19.29315, 20.58946)
C (-19.44647, -21.99526, 18.70271)
C (-19.04663, -23.16073, 19.22683)
C (-18.85368, -24.26705, 18.48479)
C (-18.78318, -24.08025, 17.12917)
C (-19.39091, -22.98402, 16.55772)
C (-19.61513, -21.83620, 17.36192)
N (-18.31390, -25.16277, 16.22010)
O (-18.55252, -25.15529, 15.00616)
O (-17.67923, -26.05145, 16.67715)
H (-19.62428, -21.18644, 19.39596)
H (-18.95378, -23.22826, 20.30071)
H (-18.42398, -25.17960, 18.87082)
H (-19.57449, -23.00694, 15.49368)
H (-20.08479, -20.93450, 16.99757)
C (-21.92968, -22.47370, 25.02642)
C (-22.82461, -21.47498, 25.17678)
C (-24.05329, -21.66431, 25.71409)
C (-24.47416, -22.96818, 25.97233)
C (-23.54498, -24.00979, 25.84094)
C (-22.28897, -23.76141, 25.38664)
N (-25.91003, -23.28704, 26.13356)
O (-26.25997, -24.45509, 26.38797)
O (-26.68810, -22.32001, 26.02719)
H (-20.90471, -22.21008, 24.81115)
H (-22.61580, -20.50102, 24.75940)
H (-24.69142, -20.82140, 25.93477)
H (-23.72227, -25.07087, 25.93610)
H (-21.62338, -24.60930, 25.31980)
C (-22.02876, -12.63768, 18.25868)
C (-21.88118, -13.58979, 17.30563)
C (-20.92894, -14.60172, 17.48730)
C (-20.20138, -14.72072, 18.69502)
C (-20.39008, -13.67766, 19.60860)
C (-21.35968, -12.69482, 19.47240)
N (-19.22057, -15.82407, 18.89821)
O (-19.07793, -16.71413, 18.02799)
O (-18.53021, -15.88611, 19.91102)
H (-22.88530, -12.05758, 17.94850)
H (-22.45234, -13.49232, 16.39421)
H (-20.90844, -15.35797, 16.71655)
H (-19.81255, -13.59777, 20.51770)
H (-21.67874, -12.03098, 20.26228)
C (-18.24010, -16.85584, 24.61068)
C (-19.30128, -16.61704, 23.74634)
C (-20.61429, -16.41893, 24.32713)
C (-20.78690, -16.77189, 25.68735)
C (-19.70724, -17.24641, 26.48482)
C (-18.41610, -17.21210, 25.98094)
N (-22.13641, -16.73260, 26.28515)
O (-22.26782, -17.33220, 27.36123)
O (-22.96555, -15.96920, 25.83982)
H (-17.28229, -16.97628, 24.12643)
H (-19.23836, -16.36628, 22.69774)
H (-21.46253, -16.14360, 23.71796)
H (-19.70843, -17.53021, 27.52686)
H (-17.56650, -17.53563, 26.56395)
C (-12.93691, -23.65632, 27.37974)
C (-13.94174, -23.57289, 26.45792)
C (-14.05765, -22.52016, 25.61847)
C (-13.23306, -21.40026, 25.74025)
C (-12.24312, -21.39306, 26.72992)
C (-12.14582, -22.55565, 27.56119)
N (-13.29869, -20.19571, 24.78090)
O (-12.65364, -19.14372, 25.07810)
O (-13.76066, -20.36823, 23.67356)
H (-12.67132, -24.61424, 27.80196)
H (-14.54234, -24.45133, 26.27347)
H (-14.63168, -22.47965, 24.70455)
H (-11.57286, -20.55328, 26.83909)
H (-11.33643, -22.71340, 28.25862)

Cartesian forces (eV/Å) of the 3 atoms listed first:
C 2.5 0.3 -1.9
C -2.0 -0.6 1.7
C 0.6 0.2 -0.4

## Properties
- charge = -1
- ΔE to the lowest compared entry with this formula, charge and spin (kJ/mol) = 173.1
- highest occupied orbital energy (spin up / spin down) (eV) = -2.66 / -5.86
- electronic energy (eV) = -130735.686
- multiplicity = 2
- HOMO-LUMO gap (spin up / spin down) (eV) = 2.90 / 6.10

***

No. 3
Molecular formula: C5H6S
Method: DFT, the ωB97M-V functional and the def2-TZVPD basis

CARTESIAN COORDINATES (ANGSTROEM)
C (0.87319, 0.89969, 0.32183)
C (1.13077, -0.06658, 1.24097)
S (0.17890, -1.47233, 1.47778)
C (-0.96757, -1.39987, 0.16523)
C (-0.87753, -0.43510, -0.76056)
C (-0.09692, 0.86554, -0.75099)
H (1.61975, 1.69021, 0.20316)
H (1.89024, -0.15350, 1.98875)
H (-1.70678, -2.23222, 0.10138)
H (-1.48421, -0.49079, -1.64220)
H (-0.93464, 1.61558, -0.57673)
H (0.37481, 1.17939, -1.76862)

Cartesian forces (eV/Å) of the 3 atoms listed first:
C 3.0 -0.5 1.6
C -1.2 1.0 -1.4
S -0.8 -1.2 0.7

## Properties
- SMILES = C1=CSC=CC1
- ΔE to the lowest compared entry with this formula, charge and spin (kJ/mol) = 64.2
- highest occupied orbital energy (eV) = -7.61
- electronic energy (eV) = -16115.873
- multiplicity = 1
- HOMO-LUMO gap (eV) = 8.50

***

Copy entry 1 word for word.
Molecular formula: C22H27IrN4O3S3Si
Method: DFT, the ωB97M-V functional and the def2-TZVPD basis

CARTESIAN COORDINATES (ANGSTROEM)
Ir (0.07793, -0.50920, -0.59714)
S (0.63308, -1.38256, -5.41587)
C (0.81111, -1.15468, -3.73811)
S (-0.71356, -0.90479, -2.85686)
S (2.16298, -0.16614, -3.14242)
C (-0.48433, 0.19470, 3.90444)
Si (0.94174, 0.05594, 2.61552)
C (1.26621, -1.80147, 2.39790)
C (2.53989, 0.78603, 3.39854)
N (0.57803, 0.81663, 1.09342)
C (0.30254, 2.14151, 0.97660)
C (0.22301, 3.01533, 2.07423)
C (-0.09149, 4.35088, 1.94045)
C (-0.35624, 4.88767, 0.69278)
C (-0.26909, 4.07145, -0.42242)
C (0.06932, 2.73731, -0.29677)
O (0.21917, 1.92096, -1.38029)
C (-0.13007, 2.37045, -2.64141)
C (-1.37979, 2.05439, -3.15924)
C (-1.67030, 2.37167, -4.47358)
C (-0.73684, 3.02660, -5.25771)
C (0.49307, 3.37457, -4.72475)
C (0.80402, 3.03851, -3.41957)
H (-0.33972, -0.50545, 4.72343)
H (-1.43478, -0.03800, 3.43152)
H (-0.56937, 1.18714, 4.33758)
H (1.84306, -2.19391, 3.22976)
H (1.80843, -2.01585, 1.48431)
H (0.32797, -2.34113, 2.36413)
H (2.78227, 0.25959, 4.31767)
H (2.44085, 1.84025, 3.63557)
H (3.38317, 0.68020, 2.72207)
H (0.40909, 2.61675, 3.05603)
H (-0.14366, 4.97622, 2.82145)
H (-0.63240, 5.92468, 0.57972)
H (-0.46952, 4.46975, -1.40633)
H (-2.10093, 1.55144, -2.53669)
H (-2.62527, 2.08611, -4.88984)
H (-0.96608, 3.26123, -6.28754)
H (1.22115, 3.89407, -5.33110)
H (1.76829, 3.27531, -2.99783)
C (-1.78975, -5.31716, 1.97622)
N (-1.20384, -4.67439, 0.83167)
C (0.14539, -5.00312, 0.46953)
C (0.63740, -3.69688, -0.17392)
O (1.75301, -3.58058, -0.64714)
N (-0.33008, -2.77401, -0.06796)
C (-1.41687, -3.31730, 0.56327)
N (-2.47781, -2.66155, 0.83083)
H (-1.65536, -6.39573, 1.89556)
H (-2.85882, -5.10996, 2.01346)
H (-1.33276, -4.98139, 2.91914)
H (0.19105, -5.84078, -0.23459)
H (0.77668, -5.24303, 1.33537)
H (-2.36124, -0.93384, 0.20401)
H (-3.21373, -3.20831, 1.26536)
O (-2.29481, 1.07262, -0.12279)
C (-1.80317, -0.01797, -0.11243)
C (2.09561, -0.67952, -1.45164)
H (2.28569, -1.75482, -1.39143)
H (2.86045, -0.10643, -0.92421)

Cartesian forces (eV/Å) of the 3 atoms listed first:
Ir -0.8 0.1 -1.0
S 0.7 -0.4 1.6
C -1.7 2.5 -2.1

## Properties
- charge = -1
- highest occupied orbital energy (spin up / spin down) (eV) = -4.23 / -4.33
- electronic energy (eV) = -78578.664
- multiplicity = 2
- HOMO-LUMO gap (spin up / spin down) (eV) = 6.38 / 5.50

***

Question: Look up the electronic energy of the third one.
Answer: -16115.873 eV

***

Question: electronic energy of number 1 (C22H27IrN4O3S3Si)?
Answer: -78578.664 eV